Model w:
Below is an isolated ion of composition C6H12N and charge +1, with properties calculated with ωB97M-V with the def2-TZVPD basis set.

CARTESIAN COORDINATES (ANGSTROEM)
C (-1.76397, -1.24174, 1.41910)
C (-1.31292, -0.11874, 0.91000)
C (-0.40847, -0.09618, -0.47425)
C (-1.09621, 0.64079, -1.59926)
N (0.85263, 0.58126, -0.09658)
C (1.70992, 0.03624, 0.94909)
C (2.17463, 0.08147, -0.45000)
H (-2.37819, -1.24395, 2.30302)
H (-1.56039, -2.20457, 0.98072)
H (-1.52545, 0.86102, 1.30165)
H (-0.18014, -1.12853, -0.73871)
H (-1.43843, 1.62436, -1.28395)
H (-0.43291, 0.74864, -2.45440)
H (-1.96391, 0.07201, -1.92189)
H (0.73421, 1.59490, -0.10849)
H (1.38236, -0.91023, 1.35787)
H (2.09925, 0.72865, 1.68204)
H (2.91144, 0.81168, -0.75358)
H (2.19654, -0.83708, -1.02238)

HOMO-LUMO gap   0.4184 Ha
Spin multiplicity   1
Total charge   +1
SMILES   C=C[C@@H](C)[NH+]1CC1

---

Model x:
Below is a 2-piece molecular cluster, C6H12N overall, with properties calculated with ωB97M-V with the def2-TZVPD basis set.

CARTESIAN COORDINATES (ANGSTROEM)
C (2.18973, -2.52570, -2.87219)
C (-1.24842, 2.31799, -0.18133)
C (-0.74032, 1.23733, 0.55047)
C (0.07208, 0.24239, -0.22959)
C (-1.33088, -0.22771, 2.75382)
C (-1.30329, 1.05865, 1.92823)
N (1.99793, -1.61439, -1.79018)
H (2.04228, -3.49502, -2.57730)
H (3.07677, -1.96093, -1.83381)
H (-0.69119, 3.06654, -0.94016)
H (-1.99322, 2.83904, 0.29014)
H (1.05561, 0.02610, 0.38735)
H (-0.34235, -0.70095, -0.60579)
H (-1.65185, -0.06537, 3.78581)
H (-2.02883, -0.99120, 2.35887)
H (-2.04440, 1.94556, 2.14252)
H (2.55015, -2.10168, -3.79726)
H (-0.30502, -0.64215, 2.71705)
H (0.51319, 0.76312, -1.09257)

HOMO-LUMO gap   0.1447 Ha
Spin multiplicity   1
Total charge   +1

---

Model y:
Below is a 2-piece molecular cluster, C6H12N overall, with properties calculated with ωB97M-V with the def2-TZVPD basis set.

CARTESIAN COORDINATES (ANGSTROEM)
C (-0.44557, 0.02666, 2.96743)
C (-0.53458, -0.90159, 2.01727)
C (0.60497, -1.29136, 1.18584)
C (0.55134, -2.11375, 0.13770)
H (0.47470, 0.57178, 3.14916)
H (-1.28496, 0.33710, 3.57475)
H (-1.51082, -1.27527, 1.71969)
H (1.52798, -0.74727, 1.38773)
H (1.43490, -2.32914, -0.44702)
H (-0.37775, -2.60653, -0.13220)
C (0.25158, 0.75485, -2.04124)
C (0.37713, 1.78323, -2.84773)
N (-0.51324, 0.88790, -0.78297)
H (0.70119, -0.22127, -2.13652)
H (1.01114, 1.67890, -3.71698)
H (-0.16764, 2.70882, -2.72211)
H (-1.14864, 1.68882, -0.80126)
H (-1.02955, 0.03158, -0.55846)
H (0.07782, 1.01652, 0.04690)

HOMO-LUMO gap   0.3522 Ha
Spin multiplicity   1
Total charge   +1

---

Model z:
Below is an isolated ion of composition C6H12N and charge +1, with properties calculated with ωB97M-V with the def2-TZVPD basis set.

CARTESIAN COORDINATES (ANGSTROEM)
C (-0.66678, 0.15744, -2.35472)
N (-1.34106, -0.09056, -1.31425)
C (-1.03552, 0.28150, 0.05099)
C (-1.86094, -0.20461, 0.96272)
C (0.21676, 1.07600, 0.22287)
C (1.49302, 0.17652, 0.25780)
C (1.45788, -0.87264, 1.31849)
H (-0.89781, -0.14182, -3.36576)
H (0.16764, 0.85569, -2.30573)
H (-2.06679, -0.80568, -1.37879)
H (-2.75826, -0.67658, 0.60452)
H (-1.67596, -0.16826, 2.02377)
H (0.19653, 1.60344, 1.17693)
H (0.36928, 1.83413, -0.52899)
H (2.31860, 0.84915, 0.45491)
H (1.71375, -0.19784, -0.74320)
H (2.35413, -1.49145, 1.42659)
H (1.29123, -0.51854, 2.31812)
H (0.72431, -1.66588, 1.17372)

HOMO-LUMO gap   0.3405 Ha
Spin multiplicity   1
Total charge   +1
SMILES   C=[NH+]C(=C)CCC

---

Which structure loses on stability? model x does.

---

Model w:
Below is a 2-piece molecular cluster, C9H14 overall, with properties calculated with ωB97M-V with the def2-TZVPD basis set.

CARTESIAN COORDINATES (ANGSTROEM)
C (1.13076, -2.10740, 0.33223)
C (1.24530, -0.61238, 0.33715)
C (1.36377, 0.16547, -0.81693)
C (1.54245, 1.53337, -0.76529)
C (1.58917, 2.17903, 0.46112)
C (1.41751, 1.44379, 1.61866)
C (1.22230, 0.06880, 1.54831)
H (0.80630, -2.46355, -0.64354)
H (0.34840, -2.43662, 1.01166)
H (2.08760, -2.60646, 0.49746)
H (1.19610, -0.33751, -1.76095)
H (1.63676, 2.09699, -1.68568)
H (1.72424, 3.26043, 0.43450)
H (1.45435, 1.95092, 2.57898)
H (1.11896, -0.48804, 2.46557)
C (-2.22403, -0.76642, -1.14118)
C (-2.71890, 0.36702, -0.24777)
H (-2.71435, -1.70899, -0.88122)
H (-2.45125, -0.57538, -2.18553)
H (-1.15262, -0.92947, -1.12287)
H (-2.03142, 1.21259, -0.17030)
H (-2.93383, 0.00028, 0.76124)
H (-3.65756, 0.75351, -0.62562)

HOMO-LUMO gap   0.3723 Ha
Spin multiplicity   1
SMILES   Cc1ccccc1.CC

---

Model x:
Below is a 2-piece molecular cluster, C9H14 overall, with properties calculated with ωB97M-V with the def2-TZVPD basis set.

CARTESIAN COORDINATES (ANGSTROEM)
C (-0.35336, -1.53705, -2.39828)
C (0.54447, -0.85622, -1.45660)
C (0.70812, 0.61896, -1.47984)
C (1.41167, 1.24725, -0.34368)
C (2.06109, 0.44993, 0.50068)
C (2.11431, -0.91662, 0.51366)
C (1.25898, -1.53453, -0.44597)
H (0.13018, -1.47215, -3.43165)
H (-1.32442, -1.02430, -2.53220)
H (-0.58402, -2.54957, -2.28336)
H (0.42748, 1.13757, -2.33336)
H (1.28884, 2.36583, -0.21120)
H (2.69833, 1.04255, 1.22242)
H (2.72697, -1.44965, 1.33234)
H (1.17427, -2.61463, -0.53372)
C (-1.96931, 1.19965, 2.38547)
C (-1.64525, 0.50568, 1.00313)
H (-1.04099, 1.09945, 3.02467)
H (-2.14456, 2.30813, 2.25782)
H (-2.79031, 0.75848, 2.85524)
H (-2.22470, -0.29868, 1.05807)
H (-0.56398, 0.21494, 1.01372)
H (-1.90383, 1.30500, 0.28266)

HOMO-LUMO gap   0.3605 Ha
Spin multiplicity   1
SMILES   Cc1ccccc1.CC

---

Which structure loses on stability? model x does.